Record 1
A molecular structure, C46H35Br3ClHgN4OP. Source: OMol25; level of theory: wB97M-V/def2-TZVPD.

Properties
**Gap between HOMO and LUMO (alpha / beta)**: 4.28 / 4.12 eV
**Net charge**: -1
**Energy above the lowest of the compared OMol25 structures with the same formula, charge and spin**: 213.7 kJ/mol
**2S+1**: 2
**E_tot**: -292391.221 eV
**HOMO energy (alpha / beta)**: -2.2 / -2.2 eV

Positions of all 92 atoms, in Å:
Hg -0.03 1.07 -0.81
Br 7.45 0.17 -3.05
C 5.55 0.23 -2.85
C 4.76 0.21 -4.01
C 3.39 0.09 -3.80
C 2.84 0.06 -2.53
O 1.49 -0.29 -2.43
C 3.61 0.35 -1.36
C 3.16 0.71 -0.08
N 1.90 1.17 0.30
C 1.76 1.79 1.48
C 2.78 1.86 2.47
C 2.64 2.63 3.62
C 1.50 3.37 3.89
C 0.42 3.31 2.98
C -0.79 4.00 3.19
C -1.81 3.93 2.26
C -1.62 3.15 1.13
N -0.50 2.47 0.92
C 0.53 2.53 1.79
C 5.03 0.29 -1.59
H 5.20 0.23 -5.00
H 2.72 -0.03 -4.64
H 3.96 0.80 0.64
H 3.69 1.30 2.35
H 3.46 2.66 4.33
H 1.41 3.96 4.80
H -0.90 4.61 4.08
H -2.74 4.46 2.41
H -2.39 3.05 0.37
H 5.69 0.36 -0.74
Br -5.92 -1.25 -3.66
C -4.23 -0.72 -2.98
C -3.49 -1.65 -2.22
C -2.30 -1.18 -1.70
N -1.80 0.04 -1.90
C -2.48 0.91 -2.72
C -3.75 0.52 -3.23
C -1.87 2.16 -3.06
C -2.47 3.13 -3.90
C -1.79 4.27 -4.19
Br -2.59 5.59 -5.29
C -0.50 4.51 -3.69
C 0.01 3.53 -2.86
N -0.63 2.41 -2.53
H -3.84 -2.65 -2.04
H -1.71 -1.83 -1.07
H -4.34 1.22 -3.82
H -3.45 2.96 -4.32
H 0.04 5.41 -3.91
H 1.00 3.65 -2.42
Cl 3.25 -7.04 -2.58
C 2.66 -5.42 -2.38
C 1.65 -5.16 -1.46
C 1.21 -3.86 -1.29
C 1.76 -2.80 -2.01
C 1.23 -1.43 -1.62
C 2.74 -3.09 -2.95
C 3.19 -4.39 -3.13
H 1.22 -5.98 -0.89
H 0.42 -3.67 -0.58
H 1.58 -1.23 -0.60
H 0.14 -1.50 -1.61
H 3.18 -2.30 -3.54
H 3.96 -4.60 -3.86
C 0.19 -2.61 1.49
P -0.69 -1.00 1.52
C -2.46 -1.49 1.66
C -2.91 -2.72 2.12
C -4.27 -2.99 2.21
C -5.20 -2.03 1.83
C -4.77 -0.79 1.36
C -3.41 -0.53 1.27
C -0.44 -0.54 3.28
C -1.42 0.19 3.97
C -1.23 0.56 5.29
C -0.05 0.23 5.94
C 0.93 -0.47 5.27
C 0.74 -0.85 3.94
H 0.07 -3.15 2.43
H 1.25 -2.43 1.31
H -0.20 -3.22 0.67
H -2.20 -3.48 2.42
H -4.61 -3.95 2.58
H -6.26 -2.24 1.91
H -5.48 -0.05 1.05
H -3.06 0.42 0.89
H -2.35 0.46 3.47
H -2.00 1.13 5.80
H 0.11 0.54 6.97
H 1.86 -0.73 5.77
H 1.53 -1.37 3.42

Record 2
A single C18H17N3O4S molecule in a non-equilibrium geometry. Source: OMol25; level of theory: wB97M-V/def2-TZVPD.

Properties
**SMILES string**: COc1cc(/C=C2\S/C(=N\c3cccnc3)NC2=O)cc(OC)c1OC
**Gap between HOMO and LUMO**: 7.60 eV
**Net charge**: 0
**Energy above the lowest of the compared OMol25 structures with the same formula, charge and spin**: 267.4 kJ/mol
**E_tot**: -42436.064 eV
**HOMO energy**: -8.0 eV

Positions of all 43 atoms, in Å:
C -2.34 -3.55 0.03
H -1.68 -4.41 0.10
O -1.49 -2.44 0.19
C -1.95 -1.16 0.13
C -0.93 -0.21 0.13
C -1.19 1.15 0.08
C -2.53 1.56 0.04
C -3.56 0.65 0.05
C -3.29 -0.74 0.07
O -4.27 -1.70 0.11
C -5.44 -1.52 -0.67
H -6.18 -0.91 -0.15
H -5.22 -1.07 -1.64
H -5.84 -2.53 -0.82
O -4.88 1.00 0.06
C -5.21 2.37 0.02
H -4.83 2.90 0.90
H -6.30 2.40 0.03
H -4.84 2.85 -0.89
H -2.74 2.62 0.02
C -0.18 2.17 0.07
C 1.17 2.07 0.07
C 2.00 3.29 0.06
O 1.59 4.43 0.06
N 3.33 2.95 0.06
C 3.68 1.63 0.05
N 4.88 1.25 -0.03
C 5.33 -0.05 0.01
C 4.87 -1.01 0.90
C 5.45 -2.26 0.89
C 6.48 -2.51 -0.01
N 6.93 -1.60 -0.86
C 6.38 -0.41 -0.85
H 6.76 0.31 -1.56
H 6.97 -3.47 -0.05
H 5.12 -3.03 1.57
H 4.08 -0.77 1.61
S 2.18 0.64 0.08
H 4.05 3.66 0.04
H -0.53 3.19 0.06
H 0.08 -0.59 0.17
H -2.83 -3.55 -0.94
H -3.09 -3.61 0.82

Record 3
A molecular structure, C32H47Cl2FN2O4S2 in a non-equilibrium geometry. Source: OMol25; level of theory: wB97M-V/def2-TZVPD.

Properties
**Gap between HOMO and LUMO**: 6.98 eV
**Net charge**: 0
**E_tot**: -94533.782 eV
**HOMO energy**: -8.6 eV

Positions of all 90 atoms, in Å:
C -3.98 -2.72 4.86
C -3.51 -4.01 3.97
C -2.10 -3.62 3.32
C -1.32 -4.88 2.66
C -0.08 -4.23 1.81
C 0.15 -4.99 0.40
C -0.51 -4.16 -0.84
C 0.35 -2.81 -1.17
N 1.07 -3.09 -2.46
C 1.32 -1.85 -3.26
C 0.00 -1.11 -3.79
C -0.11 0.28 -2.95
C -1.45 1.11 -3.27
C -1.02 2.64 -3.57
C -2.09 3.74 -3.08
C -2.84 4.35 -4.39
C -3.44 3.07 -5.19
C 2.32 -3.82 -2.19
S 2.48 -5.34 -2.92
S 3.71 -3.27 -1.13
C 3.48 -1.52 -0.57
C 4.58 -0.48 -1.20
C 4.11 1.06 -1.05
C 3.26 1.28 0.31
C 3.94 1.44 1.71
C 3.07 1.60 3.01
O 3.65 1.71 4.33
N 4.39 2.90 4.30
O 3.58 3.78 4.35
C 1.54 1.60 2.82
C 0.82 1.46 1.41
C 1.72 1.30 0.17
C -0.80 1.43 1.36
O -1.47 1.97 0.44
C -1.48 0.69 2.63
F -2.65 -0.11 2.51
C -0.84 0.87 3.90
C 0.52 1.72 4.07
O 0.76 2.44 5.07
H -5.13 -2.66 4.85
H -3.52 -1.79 4.35
H -3.59 -2.83 5.93
H -3.48 -4.97 4.59
H -4.29 -4.07 3.12
H -1.37 -3.17 4.08
H -2.29 -2.88 2.47
H -0.92 -5.62 3.44
H -2.00 -5.49 1.96
H -0.23 -3.10 1.68
H 0.86 -4.46 2.45
H 1.26 -5.17 0.16
H -0.44 -5.97 0.48
H -1.59 -3.91 -0.55
H -0.53 -4.82 -1.77
H 1.03 -2.66 -0.26
H -0.41 -1.97 -1.22
H 1.98 -1.07 -2.76
H 1.90 -2.20 -4.20
H 0.20 -0.81 -4.88
H -0.96 -1.73 -3.73
H 0.86 0.88 -3.14
H -0.12 0.07 -1.81
H -2.10 0.65 -4.09
H -2.12 1.13 -2.32
H -0.04 2.84 -2.99
H -0.75 2.74 -4.69
H -1.52 4.53 -2.49
H -2.83 3.23 -2.35
H -2.03 4.89 -4.99
H -3.64 5.06 -4.01
H -2.61 2.65 -5.85
H -4.33 3.36 -5.83
H -3.73 2.24 -4.45
H 3.68 -1.48 0.57
H 2.42 -1.14 -0.71
H 5.52 -0.61 -0.55
H 4.82 -0.76 -2.29
H 5.00 1.79 -1.04
H 3.48 1.34 -1.98
H 5.09 1.44 1.76
H 1.27 1.18 -0.87
H -1.30 0.35 4.80
Cl 0.27 3.64 2.21
C -0.56 5.22 2.23
C -0.32 6.01 0.97
Cl 1.37 6.56 0.84
H -0.23 5.76 3.12
H -1.63 5.01 2.34
H -0.94 6.91 0.97
H -0.55 5.43 0.08

- net charge of number 2 (C18H17N3O4S)?
  0